1.
The following is a DFT calculation (the ωB97M-V functional and the def2-TZVPD basis) of a 2-piece molecular cluster, C6H15O3P overall.

Last column: Löwdin charge in e.
Atoms and positions in Å:
C 1.523 -1.434 1.445  -0.125
C -0.279 -2.246 -0.109  -0.113
C 1.825 -1.006 -0.976  -0.091
C 0.634 1.811 0.635  -0.321
C -3.410 1.818 -0.257  -0.186
C 0.825 -1.153 0.175  -0.708
O -0.464 0.446 -1.337  -0.411
O -0.342 2.919 0.636  -0.134
O -4.518 2.131 -0.236  0.082
P -0.403 0.275 0.303  0.936
H 0.958 -1.062 2.289  0.067
H 1.790 -2.472 1.544  0.077
H 2.490 -0.844 1.582  0.103
H -0.323 -2.277 -1.184  0.068
H -1.247 -1.904 0.393  0.065
H -0.104 -3.217 0.193  0.043
H 1.269 -0.642 -1.856  0.068
H 2.569 -0.305 -0.641  0.064
H 2.336 -1.953 -1.281  0.100
H 1.248 1.983 -0.278  0.096
H 1.144 1.785 1.559  0.065
H -2.687 1.791 -1.293  0.089
H -2.761 1.426 0.511  0.016
H -0.606 3.137 -0.208  0.012
H -1.469 0.995 -1.611  0.137

Calculated values
- M (g/mol) = 166.16
- F_max (eV/A) = 6.2
- structure (SMILES) = CC(C)(C)P(O)CO.C=O
- E_LUMO (eV) = 0.46
- energy above the lowest of the compared OMol25 structures with the same formula, charge and spin (kcal per mole) = 69.94
- HOMO level (eV) = -8.8
- HOMO-LUMO gap (eV) = 9.291
- E_tot (eV) = -21893.475

---

2.
The following is a DFT calculation (the ωB97M-V functional and the def2-TZVPD basis) of a 5-piece molecular cluster, C35H56O18P2S overall.

Last column: Löwdin charge in e.
Atoms and positions in Å:
C 1.183 -1.409 8.678  -0.068
C 1.328 -1.404 7.166  -0.271
O 1.106 -2.754 6.706  -0.180
P 1.718 -3.216 5.315  0.475
O 2.972 -3.981 5.475  -0.265
C 2.090 -1.823 4.228  -0.216
C 0.931 -1.086 3.559  -0.191
C 1.454 -0.035 2.563  -0.133
C 2.234 -0.737 1.480  -0.135
C 1.706 -1.382 0.432  -0.277
P -0.044 -1.506 0.028  0.433
S -0.819 -3.199 0.595  0.190
C 2.669 -2.050 -0.476  -0.366
O 2.493 -2.109 -1.671  0.092
C 3.863 -2.657 0.174  -0.082
C 4.322 -3.964 -0.415  -0.094
C 5.636 -3.891 -1.218  -0.223
O 6.449 -5.044 -0.980  -0.069
C 4.445 -2.002 1.196  -0.035
C 5.708 -2.520 1.873  -0.283
C 5.474 -3.852 2.638  -0.025
C 6.434 -1.514 2.784  -0.213
C 5.727 -1.209 4.113  -0.081
C 3.748 -0.726 1.582  -0.282
O 4.306 0.290 1.911  0.138
O 0.577 -4.111 4.676  -0.189
C 0.930 -4.752 3.432  -0.275
C 1.554 -6.137 3.630  -0.060
H 1.184 -0.372 9.016  0.079
H 2.069 -1.867 9.119  0.082
H 0.289 -1.939 8.993  0.081
H 0.548 -0.773 6.738  0.114
H 2.331 -1.052 6.930  0.113
H 2.673 -1.079 4.774  0.094
H 2.775 -2.249 3.494  0.070
H 0.282 -1.804 3.050  0.080
H 0.305 -0.570 4.291  0.114
H 2.139 0.660 3.051  0.121
H 0.630 0.531 2.132  0.104
H -0.701 -0.413 0.606  -0.003
H -0.129 -1.282 -1.348  -0.014
H 3.528 -4.338 -1.060  0.123
H 4.448 -4.678 0.399  0.108
H 5.384 -3.894 -2.281  0.115
H 6.244 -3.033 -0.947  0.110
H 5.870 -5.810 -0.906  0.084
H 6.419 -2.739 1.073  0.125
H 4.460 -3.972 3.020  0.070
H 6.136 -3.861 3.505  0.087
H 5.782 -4.699 2.028  0.071
H 6.547 -0.588 2.218  0.101
H 7.449 -1.878 2.945  0.112
H 5.637 -0.138 4.279  0.075
H 4.728 -1.636 4.097  0.039
H 6.253 -1.673 4.946  0.079
H 0.000 -4.855 2.880  0.073
H 1.578 -4.130 2.811  0.090
H 0.912 -6.903 3.194  0.071
H 1.747 -6.356 4.675  0.077
H 2.492 -6.189 3.076  0.067
C -1.555 -0.725 -6.338  -0.017
C -2.577 -0.718 -5.231  -0.320
C -2.930 0.655 -4.704  -0.084
O -3.282 0.371 -3.337  0.070
C -2.628 -0.751 -2.970  -0.568
O -2.551 -1.155 -1.851  0.106
O -2.067 -1.354 -4.041  0.087
H -1.886 -0.100 -7.167  0.095
H -0.595 -0.358 -5.974  0.089
H -1.396 -1.737 -6.708  0.086
H -3.475 -1.260 -5.539  0.159
H -3.765 1.114 -5.224  0.126
H -2.083 1.343 -4.709  0.145
C -6.557 4.698 -2.419  -0.018
C -6.236 4.811 -3.885  -0.310
C -7.015 3.869 -4.775  -0.082
O -6.104 3.661 -5.868  0.064
C -4.851 3.861 -5.402  -0.576
O -3.858 3.586 -5.999  0.144
O -4.879 4.405 -4.168  0.088
H -7.614 4.835 -2.265  0.053
H -6.260 3.718 -2.038  0.100
H -6.011 5.445 -1.847  0.089
H -6.352 5.844 -4.221  0.162
H -7.948 4.292 -5.135  0.140
H -7.210 2.906 -4.298  0.140
C 3.328 0.632 -3.054  -0.018
C 3.875 0.082 -4.345  -0.323
C 5.337 -0.305 -4.300  -0.092
O 5.748 -0.103 -5.657  0.063
C 4.931 0.833 -6.202  -0.564
O 5.114 1.362 -7.248  0.167
O 3.880 1.080 -5.382  0.083
H 3.485 -0.075 -2.246  0.061
H 3.806 1.580 -2.803  0.096
H 2.259 0.825 -3.143  0.089
H 3.263 -0.757 -4.688  0.160
H 5.499 -1.339 -4.006  0.132
H 5.926 0.353 -3.655  0.140
C -10.527 8.518 1.137  -0.021
C -9.992 7.258 0.505  -0.325
C -8.485 7.188 0.402  -0.082
O -8.288 6.366 -0.761  0.028
C -9.391 6.520 -1.546  -0.555
O -9.480 6.138 -2.669  0.159
O -10.368 7.169 -0.881  0.095
H -10.100 8.660 2.130  0.092
H -10.294 9.384 0.518  0.094
H -11.611 8.469 1.230  0.088
H -10.387 6.377 1.017  0.159
H -8.019 6.725 1.269  0.140
H -8.026 8.162 0.220  0.142

Calculated values
- M (g/mol) = 858.83
- F_max (eV/A) = 2.2
- structure (SMILES) = CCOP(=O)(CCCC1=C([PH2]=S)C(=O)C(CCO)=C([C@H](C)CC)C1=O)OCC.C[C@@H]1COC(=O)O1.C[C@@H]1COC(=O)O1.C[C@@H]1COC(=O)O1.C[C@@H]1COC(=O)O1
- E_LUMO (eV) = -1.26
- energy above the lowest of the compared OMol25 structures with the same formula, charge and spin (kcal per mole) = 0.00
- HOMO level (eV) = -8.7
- HOMO-LUMO gap (eV) = 7.398
- E_tot (eV) = -103473.605

---

3.
The following is a DFT calculation (the ωB97M-V functional and the def2-TZVPD basis) of a 2-piece molecular cluster, C2H4O3P overall.

Last column: Löwdin charge in e.
Atoms and positions in Å:
C -0.980 0.634 -0.420  -0.712
C 0.195 0.761 0.301  -0.116
O -1.039 1.489 -1.535  -0.025
O -1.957 -0.092 -0.217  -0.062
O 2.179 -1.921 1.829  -0.674
P 1.830 -1.712 0.405  0.638
H 0.216 0.376 1.307  0.006
H 0.904 1.524 0.039  0.013
H -1.896 1.321 -1.952  0.079
H 0.548 -2.380 0.244  -0.147

Calculated values
- total charge = -1
- M (g/mol) = 107.02
- F_max (eV/A) = 1.4
- E_LUMO (spin up / spin down) (eV) = 3.83 / 3.83
- energy above the lowest of the compared OMol25 structures with the same formula, charge and spin (kcal per mole) = 62.31
- HOMO level (spin up / spin down) (eV) = -3.2 / -3.2
- HOMO-LUMO gap (spin up / spin down) (eV) = 7.013 / 7.014
- E_tot (eV) = -17570.531

---

energy above the lowest of the compared OMol25 structures with the same formula, charge and spin of number 2 (C35H56O18P2S)? 0.00 kcal per mole

---

Which value of F_max does entry 3 give? 1.4 eV/A

---

Copy entry 1 word for word.
The following is a DFT calculation (the ωB97M-V functional and the def2-TZVPD basis) of a 2-piece molecular cluster, C6H15O3P overall.

Last column: Löwdin charge in e.
Atoms and positions in Å:
C 1.523 -1.434 1.445  -0.125
C -0.279 -2.246 -0.109  -0.113
C 1.825 -1.006 -0.976  -0.091
C 0.634 1.811 0.635  -0.321
C -3.410 1.818 -0.257  -0.186
C 0.825 -1.153 0.175  -0.708
O -0.464 0.446 -1.337  -0.411
O -0.342 2.919 0.636  -0.134
O -4.518 2.131 -0.236  0.082
P -0.403 0.275 0.303  0.936
H 0.958 -1.062 2.289  0.067
H 1.790 -2.472 1.544  0.077
H 2.490 -0.844 1.582  0.103
H -0.323 -2.277 -1.184  0.068
H -1.247 -1.904 0.393  0.065
H -0.104 -3.217 0.193  0.043
H 1.269 -0.642 -1.856  0.068
H 2.569 -0.305 -0.641  0.064
H 2.336 -1.953 -1.281  0.100
H 1.248 1.983 -0.278  0.096
H 1.144 1.785 1.559  0.065
H -2.687 1.791 -1.293  0.089
H -2.761 1.426 0.511  0.016
H -0.606 3.137 -0.208  0.012
H -1.469 0.995 -1.611  0.137

Calculated values
- M (g/mol) = 166.16
- F_max (eV/A) = 6.2
- structure (SMILES) = CC(C)(C)P(O)CO.C=O
- E_LUMO (eV) = 0.46
- energy above the lowest of the compared OMol25 structures with the same formula, charge and spin (kcal per mole) = 69.94
- HOMO level (eV) = -8.8
- HOMO-LUMO gap (eV) = 9.291
- E_tot (eV) = -21893.475